Density functional theory data (ωB97M-V/def2-TZVPD) for one molecule with the formula C24H33BrINO7P2S2 at a distorted geometry.

```
71
Properties=species:S:1:pos:R:3:mulliken_charge:R:1
C 2.484 1.136 3.101 -0.676
C 2.205 1.775 1.968 -0.716
C 2.177 2.070 0.413 -0.916
C 0.811 1.714 -0.424 1.677
C 1.288 2.590 -1.759 -1.914
C 0.734 0.133 -0.902 1.072
C 1.703 -0.848 -0.007 -1.165
C 3.240 -1.003 -0.277 -0.068
O 4.143 -0.461 -0.941 -0.436
I 4.152 -2.645 0.954 -0.014
P 1.456 -0.212 -2.652 -0.028
S 0.533 0.324 -4.241 -0.327
C -0.796 -0.506 -0.868 0.395
C -1.111 -1.686 -1.932 -1.614
C -0.371 -3.088 -1.933 -0.481
C -1.169 -4.324 -1.185 -0.159
C -0.585 -5.747 -1.749 -0.773
O 0.845 -5.903 -1.535 -0.316
C 1.155 -6.335 -0.203 0.661
C 0.449 -7.593 0.553 -0.850
O 2.086 -5.730 0.453 -0.498
P -1.158 -1.559 0.726 0.076
O -0.646 -0.781 2.186 -0.401
Br -3.423 -1.808 1.086 -0.189
S -1.998 0.789 -1.381 1.576
O -2.346 0.844 -2.882 -0.720
O -3.397 0.744 -0.778 -0.686
O -1.466 2.358 -1.109 -0.438
C -0.521 2.436 0.053 0.736
C -1.423 2.079 1.299 -0.938
C -0.932 2.309 2.810 0.101
C -2.296 2.003 3.706 -0.936
C -0.429 4.078 0.213 -0.361
C 0.494 4.877 1.167 -0.147
C 0.480 6.417 1.173 -0.459
N -0.299 7.360 0.423 -0.539
C -1.192 6.600 -0.409 -0.164
C -1.352 5.074 -0.607 -0.797
H 2.540 0.601 4.130 0.350
H 2.397 3.221 0.348 0.680
H 3.121 1.676 -0.155 0.622
H 1.457 3.720 -1.503 0.568
H 2.386 2.325 -2.063 0.478
H 0.542 2.589 -2.610 0.247
H 1.610 -0.655 1.140 0.262
H 1.370 -1.972 -0.077 0.654
H 2.772 0.393 -2.842 0.242
H 1.771 -1.631 -2.797 0.143
H -2.220 -1.969 -1.639 0.710
H -1.245 -1.374 -3.026 0.499
H -0.403 -3.480 -3.042 0.293
H 0.742 -3.152 -1.690 0.151
H -2.310 -4.231 -1.301 0.399
H -0.834 -4.282 -0.074 0.087
H -1.237 -6.604 -1.348 0.285
H -0.745 -5.719 -2.898 0.376
H 0.396 -8.443 -0.224 0.311
H -0.636 -7.278 0.784 0.252
H 1.020 -7.930 1.493 0.283
H -1.359 -0.960 2.858 0.374
H -2.313 2.849 1.217 0.587
H -2.008 1.093 1.332 0.370
H -0.660 3.380 3.108 0.416
H -0.203 1.508 3.220 -0.085
H -2.419 2.742 4.575 0.339
H -3.222 1.945 3.007 0.268
H -2.219 0.941 4.187 0.187
H 1.205 4.307 1.876 0.256
H 1.243 6.923 1.898 0.279
H -1.907 7.274 -1.040 0.302
H -2.159 4.715 -1.356 0.245
```

Results
Max |F|   0.2017 hartree/bohr
DFT total energy   -159621.9588 eV
Gap between HOMO and LUMO   0.2869 Ha
Total charge   0
SMILES string   C#CC[C@@]1(C)[C@](CC(=O)I)([PH2]=S)[C@@](CCCCOC(C)=O)(P(O)Br)S(=O)(=O)O[C@]1(CCC)c1ccncc1
LUMO energy   -0.76 eV
Highest occupied orbital energy   -8.6 eV